A structure of composition C18H21N5O2PtS2Si. Source: the OMol25 dataset; level of theory: wB97M-V/def2-TZVPD.

strongest force on any atom = 0.414 eV/A
Kohn-Sham gap (spin up / spin down) = 8.31 / 6.72 eV
charge = 0
2S+1 = 3
E = -2327.955497 Eh

Each line ends with the Löwdin charge.
Atoms and positions in Å:
Pt  0.051  0.435  -1.263  0.9794
C  -3.442  -2.732  2.235  -0.1779
Si  -4.323  -2.428  0.622  0.4907
C  -6.159  -2.300  0.954  -0.1902
C  -4.034  -3.782  -0.623  -0.1794
C  -3.770  -0.772  -0.101  -0.2323
C  -4.646  0.297  -0.238  -0.0678
C  -4.240  1.527  -0.758  -0.0617
C  -2.933  1.659  -1.157  -0.1283
N  -2.074  0.642  -1.052  -0.1727
C  -2.446  -0.539  -0.521  -0.7635
S  -1.090  -1.621  -0.450  0.5926
H  -3.765  -3.680  2.675  0.0344
H  -3.669  -1.934  2.946  0.0360
H  -2.360  -2.768  2.095  0.0113
H  -6.511  -3.249  1.370  0.0348
H  -6.729  -2.110  0.040  0.0360
H  -6.397  -1.516  1.678  0.0337
H  -4.391  -4.740  -0.235  0.0348
H  -2.975  -3.884  -0.868  0.0079
H  -4.578  -3.568  -1.546  0.0378
H  -5.677  0.177  0.076  0.0964
H  -4.926  2.356  -0.854  0.1032
H  -2.542  2.575  -1.582  0.1105
N  6.140  -1.178  3.088  0.1045
C  5.396  -0.864  1.971  -0.3172
C  5.891  0.031  1.018  -0.0266
C  5.163  0.319  -0.119  -0.0522
C  3.935  -0.297  -0.317  -0.3044
C  3.421  -1.186  0.623  -0.0512
C  4.151  -1.470  1.758  -0.0242
S  2.955  0.174  -1.681  0.5843
O  3.788  0.663  -2.734  -0.2717
O  2.028  -0.920  -1.965  -0.4023
N  1.922  1.286  -1.081  -0.2749
C  1.987  2.638  -1.341  -0.4853
N  0.787  3.218  -1.503  0.0848
C  0.785  4.532  -1.684  -0.1346
C  1.948  5.279  -1.728  -0.0607
C  3.127  4.571  -1.564  -0.1208
N  3.164  3.261  -1.354  0.1402
H  6.905  -0.577  3.336  0.0914
H  5.681  -1.639  3.852  0.0914
H  6.856  0.500  1.177  0.1114
H  5.535  1.016  -0.859  0.1153
H  2.459  -1.652  0.451  0.1096
H  3.765  -2.168  2.491  0.1124
H  -0.187  5.000  -1.806  0.1073
H  1.938  6.347  -1.881  0.0971
H  4.086  5.076  -1.589  0.1105